No. 1
Molecular formula: C4H5Br3
Method: DFT, wB97M-V/def2-TZVPD

Each line ends with the natural charge from an NBO analysis.
Geometry (Å):
Br (4.121, -0.287, -1.047)  0.0347
Br (-1.750, 0.738, -1.802)  0.0216
Br (0.749, -1.506, -1.703)  0.1581
C (1.309, -0.229, -0.513)  -0.0976
C (-1.632, -0.485, 0.943)  -0.7309
C (-1.304, 0.675, 0.119)  -0.1242
C (2.449, 0.420, -0.375)  -0.4181
H (-1.349, -1.428, 0.416)  0.2310
H (2.538, 1.312, 0.329)  0.2566
H (-1.496, 1.624, 0.669)  0.1885
H (-0.919, -0.335, 1.789)  0.2445
H (-2.716, -0.498, 1.175)  0.2358

The HOMO energy (spin up / spin down) comes out at -9.1 / -8.6 eV. The HOMO-LUMO gap (spin up / spin down) comes out at 0.3207 / 0.2676 hartree.

---

No. 2
Molecular formula: C4H5BrClN
Method: DFT, wB97M-V/def2-TZVPD

Each line ends with the natural charge from an NBO analysis.
Geometry (Å):
Br (2.965, 0.568, -1.122)  0.0650
Cl (-0.815, -0.230, -2.031)  -0.0468
N (0.934, -2.299, 0.749)  -0.6088
C (1.329, -1.139, 0.608)  0.4157
C (-1.026, 0.959, -0.733)  -0.1942
C (-2.042, 0.857, 0.091)  -0.4060
C (1.926, 0.042, 0.473)  -0.5162
H (-2.802, 0.099, -0.066)  0.2112
H (1.728, 0.747, 1.264)  0.2478
H (0.118, -2.690, 0.294)  0.3987
H (-0.147, 1.447, -0.386)  0.2170
H (-2.168, 1.640, 0.859)  0.2165

The HOMO energy comes out at -8.9 eV. The HOMO-LUMO gap comes out at 0.3287 hartree. As for the SMILES: N=C=CBr.C=CCl.

---

No. 3
Molecular formula: C4H5BrN
Method: DFT, wB97M-V/def2-TZVPD

Each line ends with the natural charge from an NBO analysis.
Geometry (Å):
Br (2.807, 1.659, -0.583)  0.3501
N (0.416, 0.211, -0.119)  -0.2908
C (1.624, -1.112, -1.050)  -0.2859
C (1.631, 0.287, -0.556)  0.2673
C (0.385, -1.313, -0.613)  0.0847
C (-0.427, 1.122, 0.544)  -0.4215
H (-0.254, -2.180, -0.578)  0.2748
H (2.258, -1.989, -1.393)  0.2920
H (-1.238, 1.495, 0.037)  0.2464
H (-0.799, 0.512, 1.502)  0.2428
H (0.217, 1.876, 0.919)  0.2402

The HOMO energy (spin up / spin down) comes out at -14.6 / -14.6 eV. The HOMO-LUMO gap (spin up / spin down) comes out at 0.3167 / 0.3167 hartree. Its net charge is +1.

---

No. 4
Molecular formula: C4H5BrN2O
Method: DFT, wB97M-V/def2-TZVPD

Each line ends with the natural charge from an NBO analysis.
Geometry (Å):
Br (-3.274, 0.039, -0.009)  0.0731
O (0.857, -3.272, 0.039)  -0.5144
N (0.729, -1.005, 0.343)  -0.3006
N (-0.228, -0.091, 0.794)  -0.0576
C (0.029, 1.216, 0.151)  -0.4474
C (-1.685, -0.941, 0.217)  -0.0780
C (-1.278, -2.133, -0.125)  -0.4742
C (0.230, -2.229, 0.048)  0.4624
H (-0.946, 1.540, 0.007)  0.2331
H (-1.937, -2.995, -0.291)  0.2634
H (1.703, -0.859, 0.214)  0.4108
H (0.629, 1.140, -0.784)  0.2126
H (0.513, 1.767, 0.951)  0.2168

As for the spin multiplicity: 3. The HOMO energy (spin up / spin down) comes out at -5.0 / -9.2 eV. The HOMO-LUMO gap (spin up / spin down) comes out at 0.2085 / 0.2385 hartree. The expectation value of S² is 2.024.

---

No. 5
Molecular formula: C4H5BrN3O
Method: DFT, wB97M-V/def2-TZVPD

Each line ends with the natural charge from an NBO analysis.
Geometry (Å):
Br (3.103, -1.386, -1.423)  0.2514
O (0.031, 2.496, -0.453)  -0.5320
N (0.814, 0.134, -0.492)  -0.5579
N (0.823, -1.954, 0.079)  -0.4854
N (-1.399, 0.924, 0.367)  -0.5520
C (1.523, -1.037, -0.597)  0.2751
C (-0.278, -0.162, 0.334)  0.2571
C (-0.322, -1.484, 0.658)  -0.0885
C (-1.000, 2.152, 0.096)  0.5597
H (1.276, -2.872, 0.067)  0.4545
H (0.531, 1.525, -0.581)  0.4966
H (-1.656, 2.987, 0.240)  0.1996
H (-1.110, -2.152, 1.026)  0.2713
H (-2.336, 0.828, 0.680)  0.4506

The HOMO energy comes out at -13.5 eV. The HOMO-LUMO gap comes out at 0.3764 hartree. Its net charge is +1. As for the SMILES: O/C=[NH+]\c1c[nH]c(Br)n1.

---

No. 6
Molecular formula: C4H5CaO6
Method: DFT, wB97M-V/def2-TZVPD

Each line ends with the natural charge from an NBO analysis.
Geometry (Å):
Ca (4.926, 0.279, -0.543)  1.9238
O (2.862, -0.079, -0.299)  -0.9675
O (-3.693, 0.293, 0.033)  -0.7322
O (-3.259, -1.868, -0.417)  -0.7052
O (2.476, -1.931, 0.926)  -0.5319
O (-1.537, -0.434, -0.227)  -0.6478
O (0.820, -0.455, 0.467)  -0.5364
C (-1.085, 0.875, 0.048)  -0.1025
C (-2.984, -0.686, -0.207)  0.9455
C (2.202, -0.940, 0.321)  0.9984
C (0.417, 0.831, -0.112)  -0.0789
H (0.937, 1.610, 0.450)  0.2022
H (0.725, 0.829, -1.162)  0.1984
H (-1.361, 1.170, 1.070)  0.2047
H (-1.491, 1.610, -0.660)  0.2263
H (0.045, -1.103, 0.311)  0.6029

The HOMO energy comes out at -9.6 eV. The HOMO-LUMO gap comes out at 0.0672 hartree. Its net charge is +1.

---

No. 7
Molecular formula: C4H5CeO3
Method: DFT, wB97M-V/def2-TZVPD

Each line ends with the natural charge from an NBO analysis.
Geometry (Å):
Ce (5.219, -0.098, -0.406)  1.8879
O (2.772, -0.960, -0.082)  -0.9535
O (0.678, -1.610, -0.073)  -0.5137
O (1.120, 0.540, 0.111)  -0.6679
C (-0.812, 0.130, -0.408)  -0.0056
C (1.571, -0.638, 0.111)  0.9881
C (-1.851, 1.052, 0.164)  -0.6707
C (-0.694, -1.193, 0.056)  -0.1030
H (-1.004, -1.362, 1.097)  0.1556
H (-1.675, 2.089, -0.159)  0.2241
H (-0.629, 0.269, -1.482)  0.1900
H (-2.850, 0.759, -0.192)  0.2465
H (-1.845, 1.022, 1.262)  0.2221

As for the spin multiplicity: 3. The HOMO energy (spin up / spin down) comes out at -9.6 / -9.6 eV. The HOMO-LUMO gap (spin up / spin down) comes out at 0.1277 / 0.1240 hartree. The expectation value of S² is 2.001. Its net charge is +1.

---

No. 8
Molecular formula: C4H5Cl
Method: DFT, wB97M-V/def2-TZVPD

Each line ends with the natural charge from an NBO analysis.
Geometry (Å):
Cl (1.791, -2.242, 1.650)  -0.0438
C (1.310, -0.104, 0.127)  -0.2760
C (0.198, 0.647, -0.401)  -0.2019
C (0.795, -0.958, 0.966)  -0.1728
C (-0.915, 0.003, -0.368)  -0.3628
H (-0.169, -0.747, 1.571)  0.2387
H (-1.831, 0.537, -0.471)  0.1842
H (2.350, 0.015, -0.018)  0.2332
H (-1.177, -0.954, -0.293)  0.1955
H (0.316, 1.579, -0.741)  0.2058

The HOMO energy comes out at -9.1 eV. The HOMO-LUMO gap comes out at 0.3604 hartree. As for the SMILES: C=C/C=C/Cl.

---

no.,maximum force (eV/Å)
1,1.8
2,1.9
3,5.2
4,7.2
5,4.4
6,3.4
7,5.1
8,5.2